Below is a molecular structure, C23H37MoN2O2P3 in a non-equilibrium geometry, with properties calculated with ωB97M-V with the def2-TZVPD basis set.

Each line ends with the Mulliken spin population.
Positions of all 68 atoms, in Å:
1 P -1.843 1.930 0.356  0.077
2 C -2.814 2.205 1.879  0.029
3 H -3.497 3.051 1.711  0.005
4 H -2.158 2.442 2.724  0.000
5 H -3.402 1.316 2.134  -0.001
6 C -1.287 3.644 0.045  -0.003
7 H -1.191 3.866 -1.023  0.003
8 H -0.299 3.777 0.517  0.000
9 H -2.002 4.343 0.505  0.001
10 C -3.230 1.620 -0.784  0.032
11 H -3.852 2.517 -0.844  0.001
12 H -3.815 0.784 -0.389  0.001
13 H -2.886 1.343 -1.783  -0.007
14 P -0.633 -2.479 -1.595  -0.259
15 C -1.048 -3.856 -0.505  -0.018
16 H -1.293 -4.729 -1.121  -0.013
17 H -1.906 -3.607 0.125  0.003
18 H -0.199 -4.102 0.139  0.001
19 C -2.104 -2.310 -2.651  -0.015
20 H -1.908 -1.693 -3.537  0.005
21 H -2.911 -1.834 -2.076  0.001
22 H -2.430 -3.309 -2.969  -0.013
23 C 0.683 -3.199 -2.628  -0.030
24 H 0.220 -3.892 -3.347  -0.010
25 H 1.391 -3.735 -1.980  0.003
26 H 1.247 -2.435 -3.181  0.000
27 P 2.560 0.725 0.418  0.272
28 C 3.370 0.343 1.991  0.053
29 H 4.325 0.883 2.036  0.014
30 H 3.564 -0.729 2.092  -0.003
31 H 2.736 0.665 2.821  -0.001
32 C 3.917 0.265 -0.722  0.027
33 H 4.868 0.543 -0.256  0.012
34 H 3.840 0.747 -1.698  -0.002
35 H 3.892 -0.820 -0.880  0.000
36 C 2.524 2.537 0.484  0.028
37 H 3.550 2.912 0.577  0.009
38 H 1.937 2.832 1.365  0.000
39 H 2.045 2.975 -0.398  0.000
40 Mo 0.171 0.491 -1.433  1.475
41 C -1.392 -0.647 0.104  -0.018
42 O -2.228 -1.184 0.726  0.020
43 C 1.306 -1.391 -0.168  0.085
44 O 1.908 -2.344 0.156  0.015
45 C 1.533 0.327 -3.113  0.038
46 C 1.678 1.612 -2.571  -0.019
47 C 0.550 2.417 -2.373  0.038
48 C -0.717 1.964 -2.769  0.044
49 C -0.860 0.700 -3.347  0.016
50 C 0.270 -0.096 -3.551  0.035
51 H 2.387 -0.347 -3.124  0.006
52 H 2.641 1.987 -2.255  -0.002
53 H 0.670 3.402 -1.937  0.002
54 H -1.578 2.606 -2.619  0.018
55 H -1.860 0.320 -3.521  0.019
56 H 0.151 -1.067 -4.005  0.004
57 N -3.404 -0.004 5.398  0.001
58 C -2.389 -0.336 4.912  0.000
59 C -1.161 -0.782 4.325  0.002
60 C -0.329 -1.677 5.006  0.000
61 C 0.794 -2.123 4.335  0.002
62 C 1.001 -1.721 3.008  0.000
63 N 0.231 -0.852 2.377  0.015
64 C -0.786 -0.339 3.048  -0.001
65 H -0.577 -1.998 6.019  0.000
66 H 1.515 -2.788 4.789  0.000
67 H 1.867 -2.114 2.476  0.002
68 H -1.353 0.447 2.551  -0.002

Output
Charge: +4
E_HOMO (alpha / beta): -19.9 / -19.9 eV
Multiplicity: 3
Strongest force on any atom: 9.5 eV/Å
ΔE to the lowest compared entry with this formula, charge and spin: 221.8 kJ/mol
M: 562.4 g mol⁻¹



Below is a molecular structure, C46H29F4N5O4P2S3Zr in a non-equilibrium geometry, with properties calculated with ωB97M-V with the def2-TZVPD basis set.

Each line ends with the Löwdin charge.
Positions of all 94 atoms, in Å:
1 Zr 0.384 0.016 0.340  1.364
2 S -0.959 -1.292 -1.739  0.399
3 P 0.908 -0.999 -2.475  0.463
4 C 1.640 0.275 -1.590  -0.665
5 P 1.072 1.861 -1.986  0.435
6 S 0.254 2.646 -0.303  0.330
7 C 2.496 2.849 -2.544  -0.350
8 C 2.360 4.225 -2.738  -0.097
9 C 3.432 4.977 -3.190  -0.080
10 C 4.650 4.357 -3.450  -0.088
11 C 4.794 2.993 -3.246  -0.078
12 C 3.717 2.237 -2.787  -0.086
13 C -0.127 2.105 -3.335  -0.341
14 C 0.304 2.448 -4.617  -0.087
15 C -0.615 2.614 -5.644  -0.080
16 C -1.969 2.442 -5.396  -0.085
17 C -2.405 2.108 -4.121  -0.073
18 C -1.489 1.945 -3.091  -0.117
19 C 0.825 -0.796 -4.283  -0.341
20 C 2.005 -0.477 -4.957  -0.084
21 C 2.004 -0.330 -6.334  -0.078
22 C 0.824 -0.509 -7.050  -0.088
23 C -0.348 -0.833 -6.384  -0.080
24 C -0.351 -0.973 -4.999  -0.101
25 C 1.953 -2.481 -2.374  -0.340
26 C 1.540 -3.646 -3.017  -0.079
27 C 2.346 -4.775 -3.000  -0.077
28 C 3.572 -4.738 -2.346  -0.087
29 C 3.985 -3.578 -1.708  -0.077
30 C 3.177 -2.448 -1.721  -0.090
31 H 1.409 4.704 -2.526  0.109
32 H 3.322 6.044 -3.341  0.103
33 H 5.490 4.944 -3.804  0.101
34 H 5.745 2.513 -3.442  0.102
35 H 3.810 1.175 -2.594  0.082
36 H 1.360 2.582 -4.815  0.107
37 H -0.270 2.875 -6.637  0.106
38 H -2.687 2.571 -6.198  0.103
39 H -3.463 1.982 -3.924  0.105
40 H -1.831 1.703 -2.097  0.068
41 H 2.924 -0.351 -4.395  0.106
42 H 2.922 -0.078 -6.853  0.104
43 H 0.822 -0.393 -8.128  0.102
44 H -1.268 -0.970 -6.941  0.105
45 H -1.267 -1.211 -4.470  0.073
46 H 0.577 -3.671 -3.515  0.109
47 H 2.019 -5.681 -3.495  0.102
48 H 4.204 -5.619 -2.332  0.100
49 H 4.941 -3.553 -1.198  0.101
50 H 3.477 -1.539 -1.218  0.091
51 C -6.084 -1.739 5.539  -0.033
52 C -5.030 -1.195 4.611  -0.243
53 C -4.800 -1.799 3.374  -0.013
54 C -3.804 -1.348 2.528  -0.038
55 C -3.024 -0.267 2.935  -0.271
56 C -3.252 0.377 4.146  -0.044
57 C -4.261 -0.090 4.972  -0.037
58 S -1.586 0.172 2.065  0.560
59 O -1.086 1.455 2.529  -0.309
60 O -1.793 0.203 0.591  -0.497
61 N -0.412 -0.856 2.304  -0.288
62 C -0.539 -2.309 2.019  -0.127
63 C 0.322 -2.735 0.815  -0.619
64 O 0.212 -3.820 0.332  0.117
65 O 1.192 -1.779 0.426  -0.295
66 H -6.994 -1.991 4.996  0.084
67 H -6.330 -1.024 6.324  0.080
68 H -5.725 -2.652 6.020  0.090
69 H -5.411 -2.642 3.071  0.125
70 H -3.653 -1.804 1.557  0.124
71 H -2.652 1.239 4.416  0.110
72 H -4.454 0.409 5.915  0.103
73 H -1.562 -2.628 1.849  0.108
74 H -0.151 -2.881 2.862  0.121
75 F 2.034 -0.773 3.987  0.153
76 C 1.075 -0.175 4.676  -0.163
77 C 0.267 -0.905 5.439  -0.143
78 F 0.403 -2.221 5.444  0.146
79 C -0.792 -0.311 6.254  -0.014
80 C -0.775 1.154 6.306  -0.149
81 C 0.064 1.889 5.580  -0.136
82 F -0.031 3.206 5.632  0.158
83 C 0.982 1.283 4.615  -0.014
84 C 1.601 1.998 3.664  -0.107
85 C 1.997 1.360 2.425  -0.112
86 N 2.203 0.898 1.398  0.138
87 C 1.649 3.441 3.610  -0.146
88 N 1.740 4.581 3.507  0.223
89 F -1.683 1.768 7.048  0.146
90 C -1.732 -1.047 6.869  -0.119
91 C -1.855 -2.483 6.710  -0.154
92 N -2.052 -3.608 6.594  0.215
93 C -2.784 -0.483 7.691  -0.175
94 N -3.645 -0.121 8.359  0.221

Output
E_HOMO: -7.4 eV
Multiplicity: 1
Strongest force on any atom: 4.7 eV/Å
ΔE to the lowest compared entry with this formula, charge and spin: 138.4 kJ/mol
M: 1041.1 g mol⁻¹



Below is a molecular structure, C23H34N3ORh in a non-equilibrium geometry, with properties calculated with ωB97M-V with the def2-TZVPD basis set.

Each line ends with the Löwdin charge.
Positions of all 62 atoms, in Å:
1 Rh 0.708 0.939 -0.562  1.134
2 C -2.336 2.727 -1.683  -0.045
3 C -2.072 3.039 -0.210  -0.348
4 C -0.648 3.494 0.118  -0.018
5 C -2.522 1.947 0.742  -0.138
6 C -3.470 2.282 1.693  -0.007
7 C -3.937 1.346 2.603  -0.016
8 C -3.416 0.068 2.601  -0.010
9 C -2.429 -0.319 1.699  -0.121
10 C -1.861 -1.723 1.851  -0.380
11 C -1.359 -1.949 3.282  -0.044
12 C -2.892 -2.799 1.491  -0.038
13 C -2.019 0.626 0.730  -0.146
14 N -1.129 0.216 -0.308  -0.033
15 C -1.243 -0.977 -0.889  -0.026
16 C -0.136 -1.532 -1.509  -0.256
17 C 0.219 -2.727 -2.175  0.038
18 C 1.570 -2.649 -2.434  0.021
19 C 2.051 -1.400 -1.950  -0.199
20 N 1.018 -0.764 -1.406  -0.040
21 C 3.414 -0.776 -2.060  -0.533
22 C 3.556 0.369 -1.050  -0.043
23 C 3.578 -0.225 -3.488  -0.013
24 C 4.494 -1.828 -1.787  -0.022
25 H -2.169 3.617 -2.294  0.095
26 H -3.374 2.427 -1.820  0.102
27 H -1.715 1.921 -2.063  0.035
28 H -2.690 3.910 0.020  0.142
29 H 0.099 2.674 -0.012  0.003
30 H -0.539 3.772 1.165  0.108
31 H -0.305 4.313 -0.514  0.103
32 H -3.875 3.286 1.703  0.128
33 H -4.701 1.620 3.318  0.126
34 H -3.774 -0.648 3.329  0.124
35 H -0.998 -1.839 1.193  0.108
36 H -2.181 -1.983 3.995  0.088
37 H -0.691 -1.145 3.597  0.055
38 H -0.829 -2.900 3.351  0.095
39 H -3.738 -2.763 2.178  0.092
40 H -2.447 -3.791 1.565  0.095
41 H -3.294 -2.682 0.484  0.076
42 H -2.202 -1.475 -0.833  0.148
43 H -0.447 -3.538 -2.425  0.129
44 H 2.168 -3.385 -2.946  0.127
45 H 2.831 1.191 -1.251  0.053
46 H 4.532 0.846 -1.147  0.112
47 H 3.455 0.019 -0.024  0.072
48 H 2.874 0.585 -3.686  0.075
49 H 3.419 -1.009 -4.228  0.100
50 H 4.589 0.162 -3.620  0.102
51 H 4.345 -2.318 -0.824  0.098
52 H 5.477 -1.356 -1.782  0.100
53 H 4.500 -2.591 -2.564  0.095
54 O 0.671 1.844 -2.538  -0.066
55 H 0.120 1.542 -3.273  0.112
56 H 0.766 2.802 -2.625  0.110
57 C 1.970 -0.213 3.667  0.007
58 C 1.552 0.174 2.333  -0.100
59 N 1.229 0.471 1.277  0.107
60 H 2.750 0.467 4.011  0.113
61 H 2.360 -1.230 3.636  0.116
62 H 1.121 -0.165 4.346  0.098

Output
Charge: +2
E_HOMO (alpha / beta): -14.1 / -14.1 eV
Multiplicity: 1
Strongest force on any atom: 1.0 eV/Å
ΔE to the lowest compared entry with this formula, charge and spin: 18.2 kJ/mol
M: 471.5 g mol⁻¹



Below is 5 unconnected molecules or ions with the total composition C18H31N5 in a non-equilibrium geometry, with properties calculated with ωB97M-V with the def2-TZVPD basis set.

Each line ends with the Löwdin charge.
Positions of all 54 atoms, in Å:
1 C 13.423 5.683 14.292  -0.058
2 C 14.654 6.011 13.490  -0.277
3 N 15.584 6.308 12.917  0.145
4 H 13.720 5.590 15.335  0.076
5 H 12.992 4.778 13.866  0.076
6 H 12.731 6.542 14.193  0.078
7 C 9.718 10.553 6.406  -0.087
8 C 9.197 10.638 7.882  -0.231
9 C 8.021 9.708 8.237  -0.229
10 C 6.834 9.896 7.503  -0.264
11 N 5.886 10.095 6.868  0.156
12 H 8.884 10.762 5.707  0.079
13 H 10.208 9.611 6.153  0.069
14 H 10.531 11.269 6.287  0.067
15 H 8.907 11.656 8.203  0.119
16 H 10.057 10.431 8.518  0.079
17 H 7.749 9.767 9.307  0.124
18 H 8.237 8.633 8.150  0.121
19 C 9.970 11.853 15.446  -0.102
20 C 10.700 10.850 14.530  -0.268
21 C 12.180 11.091 14.696  -0.215
22 C 12.486 12.435 14.221  -0.249
23 N 12.795 13.506 13.914  0.152
24 H 10.224 11.643 16.479  0.073
25 H 8.896 11.652 15.336  0.075
26 H 10.226 12.899 15.242  0.074
27 H 10.497 10.967 13.466  0.098
28 H 10.318 9.846 14.764  0.108
29 H 12.837 10.483 14.073  0.087
30 H 12.541 10.956 15.698  0.115
31 C 16.066 7.950 9.848  -0.088
32 C 15.771 9.409 9.461  -0.269
33 C 14.676 9.600 8.456  -0.204
34 C 15.057 9.007 7.180  -0.254
35 N 15.445 8.649 6.170  0.148
36 H 16.880 7.847 10.559  0.070
37 H 16.365 7.483 8.928  0.059
38 H 15.146 7.494 10.209  0.050
39 H 16.644 9.880 9.021  0.111
40 H 15.624 9.991 10.347  0.090
41 H 14.489 10.651 8.278  0.122
42 H 13.744 9.067 8.679  0.093
43 C 12.167 6.173 10.777  -0.091
44 C 11.273 7.181 10.017  -0.233
45 C 10.766 8.308 10.945  -0.168
46 C 11.915 9.157 11.319  -0.234
47 N 12.845 9.740 11.577  0.196
48 H 12.784 6.616 11.533  0.029
49 H 12.841 5.703 10.059  0.082
50 H 11.545 5.442 11.305  0.076
51 H 10.468 6.802 9.369  0.113
52 H 11.948 7.655 9.296  0.089
53 H 10.135 7.987 11.799  0.129
54 H 10.144 8.990 10.314  0.094

Output
E_HOMO: -11.5 eV
Multiplicity: 1
Strongest force on any atom: 3.3 eV/Å
SMILES string: CCCC#N.CCCC#N.CCCC#N.CCCC#N.CC#N
M: 317.5 g mol⁻¹



- Look up the multiplicity of the fourth one.
  1